Entry from the Open Molecules 2025 dataset: a cluster of 12 separate species, C66H97B2F8N18O6 in total at a distorted geometry (ωB97M-V/def2-TZVPD).

ORCA input file:
```
! RIJCOSX wB97M-V def2-TZVPD def2/J DEFGRID3
* xyz 7 1
C 7.066 0.145 -3.147
C 7.778 -1.191 -2.950
N 6.973 -2.386 -3.223
C 7.570 -3.625 -3.551
C 6.585 -4.557 -3.466
N 5.462 -3.921 -3.123
C 5.699 -2.579 -2.955
C 4.159 -4.493 -2.772
H 6.391 0.507 -2.390
H 6.440 0.124 -4.062
H 7.801 0.903 -3.142
H 8.289 -1.293 -2.017
H 8.532 -1.165 -3.721
H 8.558 -3.678 -4.000
H 6.545 -5.600 -3.752
H 4.877 -1.898 -2.810
H 3.656 -4.821 -3.679
H 3.658 -3.779 -2.138
H 4.338 -5.342 -2.115
C 2.088 4.085 0.360
C 2.850 2.846 -0.131
N 1.972 1.716 -0.485
C 0.668 1.887 -1.046
C 0.125 0.713 -1.093
N 1.010 -0.223 -0.512
C 2.115 0.455 -0.161
C 0.739 -1.620 -0.554
H 2.847 4.858 0.612
H 1.402 3.870 1.149
H 1.535 4.519 -0.452
H 3.502 2.514 0.621
H 3.595 3.035 -0.908
H 0.470 2.745 -1.675
H -0.832 0.442 -1.485
H 3.073 0.114 0.290
H -0.360 -1.818 -0.458
H 1.257 -2.140 0.280
H 1.031 -2.130 -1.462
C 8.674 -8.113 0.648
C 9.724 -6.961 0.691
N 9.869 -6.536 2.048
C 8.892 -6.180 2.953
C 9.495 -5.928 4.129
N 10.818 -6.012 3.927
C 11.034 -6.411 2.666
C 11.863 -5.794 4.992
H 8.671 -8.745 -0.260
H 7.694 -7.647 0.752
H 8.861 -8.827 1.477
H 9.451 -6.120 0.031
H 10.720 -7.370 0.429
H 7.831 -6.126 2.811
H 9.092 -5.785 5.099
H 12.070 -6.528 2.378
H 11.357 -6.191 5.876
H 12.164 -4.747 5.003
H 12.721 -6.449 4.822
C 8.774 8.059 7.829
C 8.039 6.719 7.697
N 6.990 6.498 8.649
C 7.022 5.477 9.593
C 5.946 5.764 10.469
N 5.356 6.895 9.975
C 5.998 7.302 8.903
C 4.087 7.417 10.515
H 9.397 8.264 6.930
H 9.458 7.997 8.654
H 8.047 8.907 7.995
H 8.710 5.835 7.770
H 7.631 6.652 6.704
H 7.695 4.573 9.498
H 5.555 5.188 11.239
H 5.746 8.129 8.302
H 3.708 6.743 11.281
H 3.372 7.427 9.744
H 4.162 8.339 10.989
C 0.503 -9.007 6.879
C 0.380 -10.342 6.184
N 1.292 -11.357 6.755
C 1.284 -11.942 8.044
C 2.290 -12.824 8.091
N 2.875 -12.840 6.796
C 2.266 -11.902 6.100
C 4.009 -13.693 6.455
H -0.283 -8.332 6.539
H 1.502 -8.561 6.691
H 0.515 -9.130 7.945
H 0.650 -10.179 5.140
H -0.655 -10.786 6.286
H 0.593 -11.572 8.801
H 2.643 -13.421 8.936
H 2.408 -11.848 5.038
H 3.995 -13.966 5.413
H 4.171 -14.560 7.102
H 4.924 -13.089 6.501
C 5.010 11.286 -3.732
N 4.257 10.109 -4.298
C 3.025 10.289 -4.847
C 2.174 9.219 -5.107
C 2.641 7.922 -4.886
C 3.936 7.749 -4.502
C 4.743 8.840 -4.223
C 1.799 6.735 -5.105
C 2.097 5.834 -6.110
C 1.456 4.578 -6.018
N 0.573 4.276 -5.060
C 0.334 5.151 -4.047
C 0.886 6.399 -4.099
C 0.041 2.947 -4.963
H 4.283 12.068 -3.665
H 5.892 11.528 -4.378
H 5.375 10.955 -2.735
H 2.738 11.268 -4.982
H 1.221 9.362 -5.572
H 4.342 6.764 -4.251
H 5.750 8.785 -3.881
H 2.745 5.989 -6.911
H 1.773 3.845 -6.772
H -0.283 4.771 -3.217
H 0.658 7.202 -3.376
H 0.797 2.261 -4.577
H -0.343 2.590 -5.965
H -0.752 3.055 -4.206
C -13.784 -7.305 -11.600
N -13.383 -6.591 -10.388
C -13.537 -5.243 -10.460
C -12.964 -4.497 -9.452
C -12.308 -5.109 -8.382
C -12.086 -6.483 -8.404
C -12.643 -7.218 -9.391
C -12.070 -4.218 -7.206
C -12.444 -4.762 -6.022
C -12.252 -4.028 -4.867
N -11.663 -2.847 -4.859
C -11.320 -2.267 -6.033
C -11.445 -2.948 -7.249
C -11.329 -1.975 -3.653
H -14.900 -7.468 -11.559
H -13.320 -8.275 -11.526
H -13.334 -6.823 -12.497
H -14.231 -4.858 -11.253
H -13.138 -3.436 -9.677
H -11.577 -7.102 -7.696
H -12.366 -8.294 -9.512
H -12.952 -5.768 -5.910
H -12.566 -4.355 -3.874
H -10.962 -1.227 -6.046
H -11.109 -2.440 -8.130
H -11.694 -0.922 -3.782
H -10.212 -1.890 -3.525
H -11.861 -2.343 -2.773
C -9.524 6.142 7.837
N -8.992 5.944 6.434
C -9.239 6.756 5.425
C -8.707 6.587 4.165
C -8.064 5.406 3.859
C -7.908 4.493 4.910
C -8.316 4.791 6.183
C -7.620 5.034 2.477
C -6.804 5.854 1.664
C -6.394 5.289 0.461
N -6.781 4.065 0.062
C -7.697 3.358 0.785
C -8.082 3.806 2.021
C -6.349 3.565 -1.232
H -10.210 5.347 7.914
H -10.051 7.120 7.774
H -8.623 6.083 8.427
H -9.757 7.648 5.647
H -8.987 7.322 3.420
H -7.478 3.500 4.680
H -8.164 4.114 7.007
H -6.545 6.885 1.879
H -5.594 5.747 -0.088
H -8.086 2.419 0.326
H -8.718 3.190 2.670
H -6.586 2.455 -1.329
H -5.264 3.754 -1.314
H -7.023 4.071 -1.896
N -2.247 4.236 -0.998
O -1.429 5.150 -1.416
O -2.131 3.015 -1.348
O -3.161 4.482 -0.205
N -8.147 0.370 -2.136
O -8.728 -0.600 -2.647
O -7.422 1.016 -2.849
O -8.244 0.665 -0.889
B 3.370 3.056 -3.840
F 2.089 3.282 -3.061
F 4.060 1.988 -3.300
F 3.083 2.920 -5.192
F 4.050 4.234 -3.514
B 5.044 -1.857 0.385
F 6.173 -1.928 -0.491
F 4.924 -0.573 0.804
F 3.888 -2.113 -0.445
F 5.155 -2.760 1.404
*
```

## Properties
Electronic energy, a.u.: -4856.6111
Frontier orbital gap, Eh: 0.191
Energy relative to the best compared isomer or geometry (same formula, charge and spin), eV: 0.000
HOMO, eV: -15.88
Maximum force, eV Å⁻¹: 4.31